Entry 1:
{
  "formula": "C44H88O22S11",
  "method": "ωB97M-V with the def2-TZVPD basis set",
  "lumo_energy_ev": -0.055,
  "charge": 0,
  "homo_lumo_gap_ev": 9.5,
  "total_energy_ha": -7764.2871,
  "smiles": "O=S1(=O)CCCC1.O=S1(=O)CCCC1.O=S1(=O)CCCC1.O=S1(=O)CCCC1.O=S1(=O)CCCC1.O=S1(=O)CCCC1.O=S1(=O)CCCC1.O=S1(=O)CCCC1.O=S1(=O)CCCC1.O=S1(=O)CCCC1.O=S1(=O)CCCC1",
  "spin_multiplicity": 1,
  "elements": ["O", "S", "O", "C", "C", "C", "C", "H", "H", "H", "H", "H", "H", "H", "H", "O", "S", "O", "C", "C", "C", "C", "H", "H", "H", "H", "H", "H", "H", "H", "O", "S", "O", "C", "C", "C", "C", "H", "H", "H", "H", "H", "H", "H", "H", "O", "S", "O", "C", "C", "C", "C", "H", "H", "H", "H", "H", "H", "H", "H", "O", "S", "O", "C", "C", "C", "C", "H", "H", "H", "H", "H", "H", "H", "H", "O", "S", "O", "C", "C", "C", "C", "H", "H", "H", "H", "H", "H", "H", "H", "O", "S", "O", "C", "C", "C", "C", "H", "H", "H", "H", "H", "H", "H", "H", "O", "S", "O", "C", "C", "C", "C", "H", "H", "H", "H", "H", "H", "H", "H", "O", "S", "O", "C", "C", "C", "C", "H", "H", "H", "H", "H", "H", "H", "H", "O", "S", "O", "C", "C", "C", "C", "H", "H", "H", "H", "H", "H", "H", "H", "O", "S", "O", "C", "C", "C", "C", "H", "H", "H", "H", "H", "H", "H", "H"],
  "positions_angstrom": [[3.0151, -2.3122, 4.8210], [3.1907, -0.8663, 4.5556], [2.0736, 0.0345, 4.8162], [4.5042, -0.5729, 5.7036], [5.7956, -0.7282, 4.9064], [5.4749, -0.1210, 3.4721], [4.1086, -0.5140, 2.9569], [4.3852, -1.2297, 6.5652], [4.3691, 0.4599, 6.0247], [6.4945, -0.0766, 5.4308], [6.0718, -1.7686, 4.7353], [6.3175, -0.1540, 2.7815], [5.4909, 0.9565, 3.6361], [3.8887, -1.4459, 2.4361], [3.7023, 0.3108, 2.3714], [-0.6057, -2.5150, -5.6426], [0.6655, -2.6490, -4.9938], [1.5450, -1.4818, -4.8117], [0.4117, -3.3483, -3.3616], [1.3576, -4.6005, -3.3501], [1.3600, -5.1815, -4.8121], [1.7326, -4.0183, -5.7084], [-0.6102, -3.7190, -3.4411], [0.6183, -2.6637, -2.5390], [2.3431, -4.1720, -3.1676], [1.0843, -5.4178, -2.6828], [0.2945, -5.3274, -4.9897], [1.8228, -6.1584, -4.9516], [1.6300, -3.9433, -6.7910], [2.7514, -3.6964, -5.4926], [-3.9265, 6.0870, 3.3094], [-4.2137, 4.8377, 2.5956], [-5.0922, 3.8837, 3.2162], [-4.8204, 5.2900, 0.9143], [-3.5499, 5.4296, -0.0379], [-2.7183, 4.2170, 0.3127], [-2.5931, 4.0637, 1.8570], [-5.6347, 5.9953, 1.0805], [-5.2819, 4.3713, 0.5523], [-3.8335, 5.5158, -1.0869], [-2.9944, 6.3597, 0.0824], [-1.7351, 4.2323, -0.1578], [-3.1238, 3.2250, 0.1141], [-1.6753, 4.4549, 2.2959], [-2.6694, 3.0416, 2.2280], [2.9566, 7.6525, -2.8713], [3.2722, 6.6709, -1.8059], [2.8836, 7.0166, -0.4610], [2.3652, 5.1004, -2.2961], [3.4319, 3.9473, -2.5033], [4.7085, 4.2629, -1.7145], [4.9699, 5.8290, -1.8208], [1.7873, 5.5116, -3.1237], [1.7060, 4.8053, -1.4797], [3.0959, 2.9159, -2.3966], [4.0906, 3.8718, -3.3685], [5.5685, 3.7765, -2.1747], [4.6311, 3.8588, -0.7051], [5.2131, 6.0352, -2.8632], [5.5590, 6.4748, -1.1697], [1.7848, -4.6739, 4.3087], [0.6552, -4.0493, 4.9670], [0.6114, -3.5298, 6.3352], [-0.0356, -2.7661, 3.8323], [-0.9731, -3.5524, 2.9412], [-1.7345, -4.5010, 3.8983], [-0.6679, -5.2945, 4.6031], [0.8003, -2.2842, 3.3252], [-0.6340, -2.1303, 4.4848], [-1.5659, -2.9706, 2.2353], [-0.5172, -4.2134, 2.2040], [-2.3066, -5.2431, 3.3414], [-2.3128, -3.9641, 4.6502], [-0.2226, -5.9681, 3.8709], [-0.9519, -5.7934, 5.5297], [0.5745, -2.5524, 0.0164], [0.7651, -1.1320, 0.2676], [1.3646, -0.7265, 1.4978], [1.5362, -0.1640, -1.0549], [0.3169, 0.3578, -1.9448], [-0.6551, 0.8150, -0.8181], [-0.8224, -0.3266, 0.0887], [2.4480, -0.6045, -1.4582], [1.8892, 0.7029, -0.4964], [0.6492, 1.2418, -2.4890], [-0.1448, -0.4452, -2.5194], [-1.6693, 1.0063, -1.1684], [-0.3585, 1.7267, -0.2994], [-1.3820, -1.1386, -0.3755], [-1.1242, -0.0790, 1.1064], [-0.9629, 6.3920, -6.8271], [-1.5010, 5.1146, -6.4290], [-2.7778, 4.9971, -5.7637], [-1.0273, 3.7577, -7.5699], [0.1806, 3.0551, -7.0774], [-0.0018, 3.1098, -5.5375], [-0.2803, 4.5477, -5.1878], [-1.0463, 4.1183, -8.5984], [-1.8843, 3.0927, -7.4629], [0.3642, 2.0693, -7.5048], [1.1008, 3.6202, -7.2262], [0.8416, 2.6498, -5.0226], [-0.9121, 2.5624, -5.2931], [0.5341, 5.2535, -5.0247], [-0.7432, 4.4012, -4.2119], [-4.8609, 0.3751, -1.9150], [-4.0205, -0.0504, -3.0168], [-3.0223, 0.8179, -3.5910], [-3.1611, -1.6849, -2.6216], [-3.8086, -2.6732, -3.5297], [-4.4386, -1.9524, -4.7165], [-5.0855, -0.7618, -4.3498], [-3.2257, -1.9536, -1.5673], [-2.1549, -1.3892, -2.9188], [-3.1128, -3.4738, -3.7808], [-4.5804, -3.2150, -2.9831], [-5.0897, -2.6961, -5.1758], [-3.6459, -1.6784, -5.4128], [-6.1107, -0.6840, -3.9879], [-5.1543, 0.0329, -5.0927], [1.1834, 3.6086, 1.0287], [2.0567, 3.6026, 2.2198], [3.2293, 2.8023, 2.0302], [2.3097, 5.2637, 2.8781], [1.1416, 5.5816, 3.7537], [0.8428, 4.3120, 4.5545], [0.9724, 2.9736, 3.6836], [2.4082, 6.0382, 2.1175], [3.1953, 5.1971, 3.5102], [1.3392, 6.3863, 4.4619], [0.3066, 5.7796, 3.0817], [-0.0506, 4.5832, 5.1169], [1.4402, 4.3526, 5.4653], [0.0732, 2.6108, 3.1856], [1.5652, 2.2364, 4.2252], [-5.8846, 0.1067, 3.2571], [-4.8693, -0.9764, 3.3033], [-3.5790, -0.8374, 2.6144], [-4.6881, -1.9037, 4.9426], [-5.5082, -3.1827, 4.7329], [-5.4253, -3.6281, 3.3003], [-5.8031, -2.3488, 2.4605], [-4.8979, -1.1196, 5.6700], [-3.6385, -2.1897, 5.0112], [-5.2366, -3.9775, 5.4277], [-6.5250, -2.7998, 4.8197], [-5.8725, -4.6080, 3.1335], [-4.4192, -3.7846, 2.9113], [-6.8038, -1.9651, 2.6591], [-5.4445, -2.4375, 1.4350], [5.2934, -4.7757, 0.6018], [3.9657, -4.7271, -0.0252], [3.4555, -3.6813, -0.9326], [3.4676, -6.4347, -0.6427], [2.5346, -7.1682, 0.4036], [1.8256, -6.0212, 1.1385], [2.6910, -4.7678, 1.3356], [4.3665, -6.8826, -1.0662], [2.8610, -6.3088, -1.5395], [1.8301, -7.8100, -0.1254], [3.3371, -7.6611, 0.9524], [1.4238, -6.3492, 2.0972], [0.9312, -5.6772, 0.6190], [3.1178, -4.8687, 2.3334], [2.0916, -3.8583, 1.3761]],
  "forces_ev_per_a": [[-0.327, 1.634, -1.799], [-0.524, -1.319, 1.670], [0.527, -0.405, -0.655], [0.282, 0.958, -0.235], [-0.852, 0.577, -1.285], [1.203, 0.634, 1.225], [-0.821, -0.240, 0.833], [-0.137, -0.066, -0.313], [0.253, 0.131, 0.100], [0.686, -0.631, -0.370], [0.297, 0.067, 0.659], [-0.133, -0.971, -0.203], [-0.652, 0.290, 0.076], [0.822, -0.097, -0.179], [-0.542, -0.114, 0.395], [-0.376, -0.115, -0.501], [2.817, 1.236, 1.046], [-1.100, -0.961, -0.578], [0.106, -2.100, -0.550], [0.494, 0.509, -1.425], [-1.687, 0.585, 0.367], [0.129, 1.316, 0.659], [-0.216, 0.283, 0.563], [-0.180, 0.012, -0.292], [0.196, -0.550, 0.569], [-0.007, 0.534, 0.376], [-0.257, -0.591, -0.282], [0.469, 0.381, 0.021], [-0.486, -0.717, 0.077], [0.013, 0.195, 0.093], [0.040, -1.281, -0.602], [1.454, 1.784, -1.430], [0.356, -0.254, -0.139], [0.762, -1.054, -0.122], [-1.490, 0.726, 0.873], [0.696, -1.114, 1.289], [-0.885, 0.412, 0.949], [0.537, 0.539, -0.376], [-0.264, -0.124, 0.145], [-0.306, -0.624, 0.002], [0.104, -0.025, 0.680], [0.093, 0.144, 0.152], [-0.655, 0.370, -1.126], [-0.327, 0.611, 0.086], [-0.017, -0.180, -0.391], [1.476, -1.493, 1.520], [-1.574, -1.293, -1.337], [0.488, 0.122, 0.366], [1.327, -0.159, -0.061], [0.966, 1.038, -0.824], [0.317, 1.261, 2.272], [-1.930, 0.289, -0.959], [0.074, -0.721, -0.252], [0.056, 0.219, 0.114], [-0.355, 0.282, 0.599], [-1.882, 0.585, -1.860], [-0.020, -0.026, 0.061], [0.215, 0.577, 0.372], [0.504, 0.003, -0.039], [0.270, -0.789, 0.254], [0.371, 0.209, 0.798], [-0.943, 0.154, -0.644], [0.311, -1.018, -1.375], [0.284, -0.848, 0.226], [-0.511, -0.847, -0.343], [-0.087, -0.035, -0.385], [0.685, 0.677, 0.594], [-0.224, 0.156, 0.264], [0.325, 0.411, -0.144], [-0.483, 0.562, 0.706], [0.944, -0.085, 0.222], [-0.615, 0.368, 0.044], [-0.389, 0.052, -0.247], [0.196, -0.137, 0.404], [-0.059, 0.001, -0.147], [0.311, 0.423, -0.268], [-0.570, 0.234, -1.028], [0.821, -0.002, 1.243], [-0.565, 0.340, -0.381], [0.992, 0.169, 2.170], [-0.794, 0.633, -1.188], [0.537, -1.537, 1.230], [-0.466, -0.473, -0.424], [-0.050, 0.143, 0.134], [-0.126, -0.465, -0.537], [0.244, 0.320, -0.388], [0.074, 0.354, -0.569], [0.487, -0.061, -0.053], [-0.553, 0.230, 0.245], [-0.424, -0.206, -0.115], [-0.859, 0.059, -1.097], [2.992, 0.043, 3.055], [-0.312, -0.200, -1.429], [-2.298, 0.244, -1.209], [1.347, 0.573, 1.470], [0.442, -0.873, -1.191], [-0.601, -0.656, 1.330], [0.223, 0.183, 0.105], [-0.123, -0.197, -0.135], [-0.467, -0.033, 0.085], [0.010, 0.214, -0.551], [-0.033, 0.143, 0.122], [0.056, -0.315, 0.208], [0.138, -0.149, -0.745], [-0.548, 0.914, 0.027], [0.527, 0.132, -0.407], [-0.702, -1.354, 0.647], [-0.071, 0.125, 0.106], [-0.025, 1.762, -0.029], [-0.277, -0.833, 0.567], [1.626, -3.617, -1.719], [-1.675, 4.667, 1.633], [-0.027, 0.388, -0.056], [0.185, -0.453, 0.092], [0.126, 0.225, -0.560], [-0.300, 0.190, 0.144], [-0.060, 0.255, -0.441], [0.115, -0.348, -0.236], [0.021, -1.032, 0.611], [0.665, -0.109, -0.391], [0.470, 0.721, 1.199], [-3.068, -1.034, -0.557], [1.204, 0.113, 0.579], [0.966, 0.501, -0.046], [-0.526, -1.246, -0.326], [-0.561, 0.029, 0.657], [1.274, 2.675, 0.150], [0.402, -0.480, -0.419], [0.319, -0.053, -0.269], [-0.084, 0.199, -0.419], [-0.236, 0.473, 0.293], [-1.107, -1.005, -0.736], [1.153, -0.775, -0.409], [0.087, -0.017, 0.317], [-0.353, -0.251, -0.307], [2.294, -1.291, 1.090], [-1.512, -0.616, -2.311], [-0.810, 0.234, 1.204], [1.134, 0.665, -1.392], [-0.519, 1.211, 0.412], [0.940, 1.184, -1.563], [0.536, -0.792, 1.543], [-0.495, -0.625, 0.357], [0.161, 0.434, -0.093], [-0.254, 0.272, 0.222], [-0.464, -0.826, 0.690], [-0.817, 0.454, -0.208], [0.593, -0.220, 0.664], [-0.217, -0.455, -0.718], [-0.464, 0.404, 0.031], [-1.233, 0.317, -1.582], [-2.539, -0.421, 2.093], [1.668, -1.142, 0.411], [-0.653, 0.732, -1.337], [2.390, 1.858, -0.908], [-0.708, 0.371, 0.114], [0.524, -0.784, 0.588], [0.141, -0.478, 0.805], [-0.037, 0.744, -0.058], [0.333, -0.222, 0.265], [-0.977, -0.623, 0.873], [0.302, -0.030, 0.192], [-0.045, -0.355, -0.604], [0.765, 0.206, -0.268], [0.180, -0.016, -0.550]]
}


Entry 2:
{
  "formula": "C5H14N2O2",
  "method": "ωB97M-V with the def2-TZVPD basis set",
  "lumo_energy_ev": 0.631,
  "charge": 0,
  "homo_lumo_gap_ev": 10.2,
  "total_energy_ha": -458.8829,
  "smiles": "CC(=O)O.CC(C)NN",
  "spin_multiplicity": 1,
  "elements": ["C", "C", "O", "O", "H", "H", "H", "H", "C", "C", "C", "N", "N", "H", "H", "H", "H", "H", "H", "H", "H", "H", "H"],
  "positions_angstrom": [[-2.4054, -0.5735, 1.2698], [-3.3758, -0.6910, 0.1159], [-4.5601, -0.5332, 0.2152], [-2.8102, -1.0046, -1.0573], [-2.9068, -0.1432, 2.1309], [-1.5530, 0.0396, 0.9821], [-2.0478, -1.5687, 1.5295], [-1.8372, -1.0971, -1.0034], [1.3280, 2.0066, 0.3113], [1.6227, 0.7618, -0.5411], [2.5650, -0.1814, 0.2041], [0.3151, 0.1460, -0.8157], [0.2149, -1.2488, -1.0479], [1.4465, 1.7815, 1.3676], [1.9938, 2.8284, 0.0544], [0.3010, 2.3310, 0.1452], [2.1165, 1.0637, -1.4806], [3.4697, 0.3558, 0.4725], [2.8514, -1.0332, -0.4115], [2.0952, -0.5426, 1.1171], [-0.1259, 0.6188, -1.6037], [0.8584, -1.5861, -1.7720], [0.4443, -1.7299, -0.1824]],
  "forces_ev_per_a": [[-0.145, 0.081, 0.002], [0.228, 0.076, 0.387], [-0.033, -0.013, -0.122], [0.045, -0.061, -0.425], [-0.041, -0.013, -0.006], [0.096, -0.004, 0.001], [0.075, -0.085, 0.027], [-0.065, -0.088, 0.095], [0.139, 0.033, -0.427], [0.211, 0.109, 0.171], [-0.281, 0.070, -0.374], [-0.304, 0.022, -0.044], [0.175, -0.147, -0.211], [-0.071, -0.031, 0.142], [0.085, 0.060, 0.074], [0.037, 0.086, -0.003], [-0.072, -0.057, 0.119], [0.090, 0.063, 0.052], [0.050, -0.063, 0.040], [-0.025, -0.042, 0.130], [0.035, -0.159, 0.335], [-0.154, 0.096, 0.214], [-0.073, 0.071, -0.178]]
}